# 1
Density functional theory data (ωB97M-V with the def2-TZVPD basis set) for a structure of composition C6H6O5Pt in a non-equilibrium geometry.

Results
* calculated total energy: -19780.8140 eV
* multiplicity: 3
* total charge: +2
* <S²>: 2.01
* E_LUMO (alpha / beta): -9.08 / -13.63 eV
* HOMO-LUMO gap (alpha / beta): 8.4 / 6.0 eV

The geometry in XYZ format:
```
18
Properties=species:S:1:pos:R:3:forces:R:3:lowdin_charge:R:1
O -3.17806 -1.10047 1.04898 3.1705 1.2733 -3.8590 0.26
C -2.41541 -0.83714 0.21923 -3.9893 -1.9771 5.1797 -0.13
Pt -1.07297 -0.30080 -1.18256 0.9387 1.4218 1.2643 1.22
O -1.79747 2.73404 -0.80442 1.6724 -5.1269 -0.1960 0.25
C -1.46554 1.62341 -0.88044 -1.9946 6.1195 0.2670 -0.13
C -1.78976 -1.49685 -2.49495 -3.6612 -4.6083 -5.9748 -0.19
O -2.28695 -2.18660 -3.27291 1.9882 2.4590 3.0309 0.26
C 0.54859 0.20091 -2.34768 4.0052 1.0747 -2.8310 -0.13
O 1.32182 0.54113 -3.12830 -3.0142 -1.1594 2.7187 0.25
C 1.88280 0.20609 2.16426 -0.0470 -0.1656 0.1618 -0.02
C 1.13718 0.44182 0.87777 0.5693 0.5355 0.3374 -0.27
O 0.10509 -0.58209 0.92897 -0.5435 0.6878 -1.2749 -0.09
H 1.16490 0.27615 2.99563 0.4863 0.1078 -0.1553 0.11
H 2.67019 0.95763 2.24548 0.0823 -0.1402 0.2090 0.12
H 2.30141 -0.81054 2.13675 0.1943 0.3952 0.2098 0.11
H 0.62988 1.41345 0.83999 -0.0125 -0.3217 0.2460 0.12
H 1.76226 0.36232 -0.02729 -0.1607 -0.3054 0.4015 0.11
H 0.48205 -1.44246 0.68149 0.3159 -0.2700 0.2649 0.14
```
Positions in Å, forces in eV/Å.

***

# 2
Density functional theory data (ωB97M-V with the def2-TZVPD basis set) for the molecule C6H9N in a non-equilibrium geometry.

Results
* calculated total energy: -7855.3703 eV
* E_LUMO: 0.72 eV
* HOMO-LUMO gap: 8.9 eV

The geometry in XYZ format:
```
16
Properties=species:S:1:pos:R:3:forces:R:3:lowdin_charge:R:1
C -1.67836 0.46184 1.12021 -0.3180 0.2911 0.1213 -0.06
C 0.31674 -1.45113 -0.02783 -0.0876 -0.1321 -1.3024 -0.01
C 1.01559 -0.14720 -0.32901 0.1145 -0.0992 -0.0348 -0.33
C 2.50517 -0.18161 -0.36521 0.0413 0.1090 -0.0399 -0.08
C 0.13516 0.82283 -0.62448 0.0322 -0.3018 0.4981 -0.01
C -1.23405 0.23545 -0.35525 0.1296 0.0905 0.0403 -0.34
N -0.90915 -1.19427 -0.47429 0.0455 -0.2286 1.3166 -0.02
H -0.90143 0.35683 1.90447 -0.0199 -0.0767 -0.9229 0.09
H -2.48202 -0.22830 1.41414 0.0377 0.2384 -0.2972 0.07
H -2.05501 1.47916 1.18269 -0.1955 0.1279 0.2164 0.07
H 2.94934 0.76229 -0.68216 -0.0206 -0.0084 0.0078 0.07
H 2.80555 -0.97481 -1.05856 0.0881 0.1232 0.1029 0.08
H 2.90291 -0.45466 0.61804 -0.0627 0.0417 -0.1279 0.08
H 0.34099 1.84169 -0.95570 -0.1502 -0.2715 0.3014 0.11
H -2.04899 0.53179 -1.02109 0.1848 0.0901 -0.0680 0.14
H -1.66243 -1.85989 -0.34599 0.1809 0.0063 0.1883 0.12
```
Positions in Å, forces in eV/Å.

***

# 3
Density functional theory data (ωB97M-V with the def2-TZVPD basis set) for the ion C7H16NO7 with charge +1 in a non-equilibrium geometry.

Results
* calculated total energy: -23328.7719 eV
* multiplicity: 3
* total charge: +1
* <S²>: 2.01
* E_LUMO (alpha / beta): -2.82 / -4.89 eV
* HOMO-LUMO gap (alpha / beta): 6.8 / 9.6 eV

The geometry in XYZ format:
```
31
Properties=species:S:1:pos:R:3:forces:R:3:lowdin_charge:R:1
C -0.06986 0.84694 -0.94671 0.2342 2.6873 -3.4812 -0.04
C 1.12962 0.78159 0.03150 0.8280 -1.7576 -0.4788 -0.48
C 1.84254 -0.56859 -0.11347 1.0412 -1.0807 1.3234 -0.35
C -0.71207 -1.36049 -0.13325 -2.8381 -0.8187 2.9923 -0.26
C 2.22744 1.77046 -0.31796 -3.1868 2.3878 -2.8826 0.02
C 2.38423 -1.46503 1.00027 -0.6783 5.1435 0.3048 0.02
C -2.39195 0.69768 0.05263 -1.4006 -1.5560 -0.2308 -0.65
N -1.22738 -0.00340 -0.68657 1.6046 -0.8634 3.5144 0.08
O 0.70754 0.94387 1.40685 -0.2607 -1.4830 -0.6824 0.00
O 2.31355 -0.86399 -1.33247 -1.2424 3.0367 -1.7334 0.08
O -0.80590 -1.62113 1.27131 -0.5181 0.5753 -1.8035 0.04
O -1.25120 -2.26733 -0.90225 0.7932 -0.4639 -1.6516 0.15
O -2.73306 1.68920 -0.86364 0.2014 2.2437 2.6559 0.08
O -2.19837 1.02481 1.34494 2.9974 1.6599 -0.5683 0.12
O -3.33268 -0.34782 0.01492 1.6009 0.0089 -0.5446 0.11
H -0.57275 1.86852 -1.06960 1.3451 -0.9820 0.4555 0.16
H 0.26611 0.64230 -2.06206 -0.3217 0.0964 2.4401 0.20
H 1.86075 2.76414 0.02798 1.1011 -0.4872 0.3467 0.11
H 2.24394 1.93581 -1.46571 0.1190 -0.5977 1.7209 0.13
H 3.14638 1.36325 -0.04263 1.5470 0.1459 0.8955 0.08
H 1.54684 -1.99046 1.22031 -2.3635 -2.1412 1.7621 0.02
H 2.68465 -0.78174 1.87817 0.1419 -1.6186 -1.1011 0.14
H 3.03865 -2.13667 0.57290 2.1014 -1.0662 -0.3671 0.07
H -1.73849 -0.30212 -1.47222 -0.3057 -0.3244 -1.9395 0.16
H 0.62690 -0.00266 1.71028 -0.1384 1.3985 0.2253 0.10
H 2.67489 -1.69225 -1.53728 0.6839 -1.9231 0.3313 0.10
H -1.62761 -2.12573 1.58989 1.3368 1.0462 -1.0141 0.17
H -1.94466 -2.78421 -0.51698 -0.7772 -0.7896 0.6119 0.13
H -2.67856 2.57392 -0.33575 -0.3497 -1.9947 -1.5109 0.20
H -1.22860 1.41303 1.44603 -2.0051 -0.9925 0.0968 0.17
H -4.18085 -0.00190 0.23060 -1.2908 0.5105 0.3132 0.12
```
Positions in Å, forces in eV/Å.

***

# 4
Density functional theory data (ωB97M-V with the def2-TZVPD basis set) for a cluster of 2 separate species, C5H5NO2 in total in a non-equilibrium geometry.

Results
* calculated total energy: -10845.8160 eV
* E_LUMO (alpha / beta): -0.76 / -0.77 eV
* HOMO-LUMO gap (alpha / beta): 7.4 / 7.4 eV

The geometry in XYZ format:
```
13
Properties=species:S:1:pos:R:3:forces:R:3:lowdin_charge:R:1
C -1.66446 0.76929 -0.19710 -0.1044 -0.0764 -0.0745 -0.01
C -0.29290 0.90984 -0.77054 0.0289 0.6354 -0.0698 -0.29
C 0.88729 -0.79564 0.53596 0.5369 0.2999 1.3480 -0.22
C 1.74956 -0.45760 1.46020 0.0658 0.2911 -0.0367 0.03
N 0.36348 -1.78988 -0.10349 -0.5408 0.5553 -0.9733 0.12
C 0.39637 -1.58718 -1.37424 -0.5329 -0.0487 -1.0561 -0.24
O 0.29231 1.88235 -1.07612 -0.1913 -1.2516 0.2077 0.16
O -0.00143 -0.59457 -1.98749 0.5872 -0.3710 0.8026 0.04
H -1.65723 1.21380 0.80121 0.0562 -0.0628 -0.0508 0.10
H -2.35239 1.33946 -0.82751 0.0390 -0.0345 0.0277 0.10
H -1.97130 -0.27035 -0.14043 0.0417 0.0394 0.0124 0.08
H 2.53625 -1.14207 1.76327 -0.0084 0.0507 -0.0961 0.07
H 1.71448 0.52256 1.91628 0.0221 -0.0268 -0.0410 0.06
```
Positions in Å, forces in eV/Å.

***

# 5
Density functional theory data (ωB97M-V with the def2-TZVPD basis set) for a structure of composition C16H41BI2N2O8PS in a non-equilibrium geometry.

Results
* calculated total energy: -73612.6156 eV
* total charge: +1
* E_LUMO: -3.71 eV
* HOMO-LUMO gap: 6.9 eV

The geometry in XYZ format:
```
72
Properties=species:S:1:pos:R:3:forces:R:3:lowdin_charge:R:1
C 0.51119 6.04645 -4.46075 0.1571 -0.1729 -0.7707 -0.06
O -0.32372 4.87234 -4.28219 0.6495 1.6819 -0.0921 0.03
B -0.35398 4.33283 -3.08685 -0.8097 -1.1066 -0.4204 -0.98
O -1.45842 3.70480 -2.65293 -0.4942 0.1295 1.2364 0.14
S 1.09839 4.44360 -1.86792 1.3704 -0.2897 0.4379 0.90
C 2.44406 3.22238 -2.16549 0.7291 0.4826 -1.1844 -0.99
I 4.26888 4.33104 -2.53451 -0.2038 -0.1032 0.3090 0.87
C 2.22688 2.16622 -3.23639 -0.0930 0.0058 0.0515 -0.87
C 1.02203 1.28186 -3.01950 -0.1614 -0.1421 -0.7171 -0.15
I 2.31702 2.86000 -5.27678 -0.0762 -0.1168 0.1956 0.97
P 0.11543 3.84689 0.04761 -2.7219 1.1228 0.6323 0.74
O 1.08452 4.43254 1.19246 0.9653 -0.2785 -1.0450 -0.25
O 0.25237 2.27381 0.14923 0.4154 -0.0916 0.2613 -0.25
H 0.29282 6.46405 -5.42845 -0.2571 0.0022 -0.3409 0.10
H 0.31477 6.81173 -3.72191 -0.1036 -0.0262 0.3214 0.10
H 1.55366 5.76110 -4.47649 0.3066 -0.0779 0.1967 0.04
H -2.22459 4.30312 -2.64258 -0.0362 -0.5591 -0.3871 0.15
H 2.62298 2.71523 -1.23014 -0.2255 -0.0957 0.4542 0.04
H 3.08973 1.52333 -3.17338 0.4892 -0.0419 0.0820 0.06
H 0.89899 0.98491 -1.99197 -0.0247 0.1844 0.3593 0.05
H 0.11526 1.67872 -3.45590 -0.3427 0.2884 0.1452 0.07
H 1.21682 0.37402 -3.57284 -0.0428 -0.3517 -0.1389 0.09
H 1.49033 5.26325 0.88386 0.0108 -0.0879 0.5265 0.07
H -0.65332 1.93583 0.30870 0.0853 -0.4922 -0.1656 0.06
C 0.89101 -4.28893 1.72947 -0.0618 0.1217 0.0554 -0.11
O 1.47732 -3.27779 2.52848 0.0094 -0.1569 -0.1810 -0.20
C 2.86585 -3.46299 2.78960 0.0483 0.2075 0.2985 -0.21
C 3.70634 -2.45090 2.03966 -0.1187 -0.0724 -0.2259 -0.21
N 3.69917 -2.70798 0.60364 -0.0362 0.2193 0.0913 -0.05
C 4.25294 -1.63220 -0.21105 -0.1102 -0.2649 -0.0734 -0.19
C 3.57707 -0.26581 -0.14802 0.2858 0.1730 -0.1293 -0.21
O 2.27431 -0.22445 -0.71743 0.0239 0.0303 0.3061 -0.21
C 1.23549 -0.68968 0.13518 -0.0592 -0.0339 -0.2852 -0.09
H -0.18991 -4.16230 1.78008 0.0006 0.0388 0.0351 0.08
H 1.19404 -4.20983 0.67929 0.0366 -0.1182 -0.0037 0.08
H 1.13986 -5.28601 2.10030 0.0244 -0.0214 -0.0345 0.09
H 3.18144 -4.48592 2.56960 -0.0395 0.0014 -0.1268 0.13
H 3.00844 -3.29420 3.85989 0.0032 -0.0448 0.0061 0.12
H 4.73594 -2.50026 2.40462 0.0083 0.0253 -0.0054 0.13
H 3.30583 -1.45719 2.28168 0.0750 0.0083 0.1552 0.10
H 2.74942 -2.87993 0.30451 0.0068 -0.0931 0.0028 0.07
H 4.21433 -1.97111 -1.24939 0.0586 0.0575 -0.0249 0.12
H 5.31069 -1.51080 0.04078 -0.0105 0.0563 0.0545 0.12
H 4.18328 0.41918 -0.75165 -0.0238 -0.0197 -0.0217 0.12
H 3.56501 0.15248 0.86496 -0.1122 -0.1002 0.0466 0.12
H 1.43207 -0.45747 1.18362 0.0524 -0.0561 0.0246 0.09
H 1.07765 -1.76213 0.01227 -0.0007 -0.0294 0.1608 0.08
H 0.31073 -0.19428 -0.16319 0.0088 -0.0201 -0.0387 0.07
C -3.67291 1.36417 0.70086 0.2332 -0.1967 -0.1423 -0.09
O -2.54415 0.48942 0.79553 -0.0177 0.6706 0.0591 -0.22
C -2.15692 0.18679 2.14336 0.3414 -0.2145 0.0388 -0.21
C -2.49680 -1.23899 2.51683 -0.2792 -0.0157 -0.1393 -0.21
N -3.93364 -1.43116 2.64353 0.1195 -0.0324 -0.1096 -0.05
C -4.35460 -2.82897 2.74727 -0.1519 0.1802 0.0362 -0.19
C -4.03620 -3.77441 1.59284 -0.0411 -0.2325 0.1341 -0.22
O -4.74866 -3.51304 0.39935 0.1184 0.0855 -0.0031 -0.17
C -4.21227 -2.49818 -0.42321 -0.2181 -0.0976 -0.0711 -0.10
H -3.74377 1.69476 -0.33464 0.0423 -0.0577 -0.0196 0.09
H -4.60381 0.85518 0.95889 -0.0029 0.0597 0.1001 0.08
H -3.54446 2.24020 1.34271 -0.0617 -0.0257 0.0499 0.09
H -2.58975 0.90102 2.84865 -0.1395 -0.0212 -0.0489 0.13
H -1.06774 0.29153 2.18775 -0.0018 0.0225 0.0211 0.11
H -2.01930 -1.47390 3.47212 0.0277 -0.0342 -0.0119 0.13
H -2.05993 -1.89141 1.74795 0.1795 0.0202 0.0599 0.10
H -4.39550 -1.01698 1.84553 -0.0230 -0.0173 -0.0060 0.07
H -5.43920 -2.81924 2.87190 -0.0041 -0.0637 0.0357 0.12
H -3.93572 -3.24754 3.66727 0.0564 -0.0149 -0.0206 0.12
H -4.35197 -4.77215 1.90536 -0.0096 -0.0025 -0.0085 0.13
H -2.95985 -3.84657 1.38978 0.0136 0.1352 -0.0511 0.10
H -3.11985 -2.46702 -0.37613 0.0168 0.0497 0.0581 0.09
H -4.62547 -1.51785 -0.16564 0.1448 0.0737 -0.0050 0.07
H -4.50795 -2.71517 -1.44963 0.0018 -0.0426 0.0101 0.09
```
Positions in Å, forces in eV/Å.

***

# 6
Density functional theory data (ωB97M-V with the def2-TZVPD basis set) for the ion C2H3IN with charge +1 in a non-equilibrium geometry.

Results
* calculated total energy: -11700.2583 eV
* multiplicity: 3
* total charge: +1
* <S²>: 2.02
* E_LUMO (alpha / beta): -4.48 / -8.25 eV
* HOMO-LUMO gap (alpha / beta): 6.4 / 6.9 eV

The geometry in XYZ format:
```
7
Properties=species:S:1:pos:R:3:forces:R:3:lowdin_charge:R:1
C 0.55057 -0.55161 -0.08292 -4.6546 -2.1457 -0.2544 -0.65
C -1.32093 1.12793 -0.01956 1.0546 0.1833 -0.1508 0.24
N -0.36758 0.48451 -0.19359 -0.9982 -1.6735 -0.1227 -0.01
I 2.68040 -0.16727 -0.07543 3.7055 0.7108 -0.0287 1.08
H 0.30249 -0.95998 0.90173 0.6795 0.0494 0.2231 0.08
H 0.41113 -1.53593 -0.73391 0.1699 2.6940 0.5374 0.14
H -2.25608 1.60235 0.20367 0.0433 0.1816 -0.2039 0.12
```
Positions in Å, forces in eV/Å.

***

- Among the records above, which one has the lowest calculated total energy?
  C16H41BI2N2O8PS

***

- Which of these has the highest calculated total energy?
  C6H9N

***

- calculated total energy of number 5 (C16H41BI2N2O8PS)?
  -73612.6156 eV